Record 1
DFT (ωB97M-V/def2-TZVPD) results for CH7N5 as an isolated structure.

Results
DFT total energy = -315.8955 hartree
ΔE to the lowest compared entry with this formula, charge and spin = 340.0 kJ/mol
orbital gap = 9.50 eV
charge = 0

Cartesian coordinates (Å):
N (-0.08, -0.12, 1.16)
N (1.07, 0.29, 0.39)
N (-0.78, -0.90, 0.16)
N (-0.90, 0.98, 1.48)
C (0.62, -0.36, -1.05)
N (-0.01, 0.32, -1.93)
H (1.92, -0.09, 0.81)
H (-0.57, 1.35, 2.36)
H (-0.75, -1.90, 0.35)
H (-1.51, -0.42, -0.36)
H (-0.81, 1.70, 0.76)
H (0.37, 0.21, -2.86)
H (1.43, -1.07, -1.26)

---

Record 2
DFT (ωB97M-V/def2-TZVPD) results for CH7N6 as an isolated structure.

Results
DFT total energy = -370.5051 hartree
ΔE to the lowest compared entry with this formula, charge and spin = 236.0 kJ/mol
orbital gap = 10.99 eV
charge = +1

Cartesian coordinates (Å):
C (-1.80, 0.12, 0.02)
N (0.09, -2.07, -0.47)
N (0.94, -1.60, 0.09)
N (-0.71, 0.46, 0.04)
N (1.84, -1.07, 0.66)
N (-2.90, -0.51, 0.06)
N (1.54, 1.50, -0.38)
H (0.46, 1.00, -0.19)
H (1.95, -1.21, 1.69)
H (-3.48, -0.48, 0.97)
H (-3.51, -0.75, -0.70)
H (2.24, 0.90, 0.09)
H (1.68, 2.49, -0.54)
H (1.66, 1.22, -1.34)

---

Record 3
DFT (ωB97M-V/def2-TZVPD) results for a 2-piece molecular cluster, CH7NO overall.

Results
DFT total energy = -172.2582 hartree
structure (SMILES) = CN.O
ΔE to the lowest compared entry with this formula, charge and spin = 52.5 kJ/mol
orbital gap = 10.18 eV
charge = 0

Cartesian coordinates (Å):
C (0.74, 0.44, -0.04)
N (1.61, -0.74, -0.16)
H (-0.22, 0.31, -0.53)
H (0.57, 0.89, 0.91)
H (1.23, 1.22, -0.62)
H (2.48, -0.56, 0.35)
H (1.03, -1.50, 0.20)
O (-2.44, -0.46, -0.08)
H (-2.05, 0.27, -0.52)
H (-2.94, 0.11, 0.50)

---

Record 4
DFT (ωB97M-V/def2-TZVPD) results for a 2-piece molecular cluster, CH7NO overall.

Results
DFT total energy = -172.1951 hartree
structure (SMILES) = NO.C
ΔE to the lowest compared entry with this formula, charge and spin = 218.1 kJ/mol
orbital gap = 9.84 eV
charge = 0

Cartesian coordinates (Å):
N (-1.96, -0.41, -0.11)
O (-0.99, 0.59, 0.18)
H (-2.11, -1.04, 0.64)
H (-2.82, 0.04, -0.25)
H (-1.13, 1.40, -0.41)
C (1.84, -0.09, -0.01)
H (1.38, 0.46, -0.85)
H (1.43, 0.28, 0.96)
H (2.92, -0.14, 0.06)
H (1.44, -1.09, -0.21)

---

Record 5
DFT (ωB97M-V/def2-TZVPD) results for a 2-piece molecular cluster, CH7NO overall.

Results
DFT total energy = -172.2473 hartree
structure (SMILES) = CN.O
ΔE to the lowest compared entry with this formula, charge and spin = 81.1 kJ/mol
orbital gap = 10.28 eV
charge = 0

Cartesian coordinates (Å):
C (-1.96, 3.22, 0.50)
N (-0.83, 2.91, 1.34)
H (-2.31, 2.35, -0.24)
H (-1.63, 3.90, -0.36)
H (-2.95, 3.55, 0.84)
H (-0.07, 3.42, 1.16)
H (-1.02, 3.03, 2.31)
O (2.66, -5.56, -1.58)
H (1.88, -5.53, -1.04)
H (2.35, -5.91, -2.39)

---

Record 6
DFT (ωB97M-V/def2-TZVPD) results for a 2-piece molecular cluster, CH7NO overall.

Results
DFT total energy = -172.1931 hartree
structure (SMILES) = NO.C
ΔE to the lowest compared entry with this formula, charge and spin = 223.4 kJ/mol
orbital gap = 9.95 eV
charge = 0

Cartesian coordinates (Å):
N (-2.14, 0.29, -0.17)
O (-1.38, -0.80, 0.02)
H (-2.91, 0.28, 0.53)
H (-1.56, 1.05, 0.25)
H (-0.67, -0.67, -0.65)
C (1.71, -0.04, -0.02)
H (2.41, 0.47, 0.62)
H (1.06, 0.71, -0.41)
H (1.16, -0.89, 0.63)
H (2.32, -0.41, -0.80)

---

Record 7
DFT (ωB97M-V/def2-TZVPD) results for a 2-piece molecular cluster, CH7NO2 overall.

Results
DFT total energy = -247.4376 hartree
structure (SMILES) = CO.NO
ΔE to the lowest compared entry with this formula, charge and spin = 214.5 kJ/mol
orbital gap = 10.80 eV
charge = 0

Cartesian coordinates (Å):
C (-1.85, 0.62, 0.00)
O (-2.63, -0.57, -0.08)
H (-2.43, 1.38, -0.51)
H (-0.93, 0.54, -0.51)
H (-1.73, 0.94, 1.03)
H (-2.18, -1.23, 0.48)
N (2.75, 0.12, 0.09)
O (1.39, -0.10, -0.14)
H (3.03, -0.54, 0.82)
H (3.26, -0.13, -0.77)
H (1.31, -1.03, -0.41)

---

Record 8
DFT (ωB97M-V/def2-TZVPD) results for CH7NO2P2S as an isolated structure.

Results
DFT total energy = -1328.3179 hartree
ΔE to the lowest compared entry with this formula, charge and spin = 145.6 kJ/mol
orbital gap = 9.78 eV
charge = 0

Cartesian coordinates (Å):
C (-0.98, -1.95, 0.11)
N (-0.66, 0.56, -0.82)
O (0.09, 0.00, 1.62)
O (1.43, -0.75, -0.21)
P (0.28, 1.52, -1.91)
P (0.20, 1.61, 2.06)
S (0.05, -0.47, 0.12)
H (-0.91, -2.14, -0.95)
H (-0.58, -2.85, 0.66)
H (-1.91, -1.56, 0.35)
H (1.43, 1.79, -0.90)
H (1.07, 0.52, -2.30)
H (1.28, 1.65, 1.13)
H (-0.78, 2.07, 1.05)